Record 1
The following is a DFT calculation (ωB97M-V/def2-TZVPD) of a molecular structure, C45H31BiBr2Cl2NO2PS3 at a distorted geometry.

Atoms and positions in Å:
Bi  0.56  -0.47  0.40
Br  4.51  2.83  1.96
C  3.52  1.53  2.92
C  3.48  1.60  4.32
C  2.87  0.62  5.05
Br  2.81  0.78  6.94
C  2.31  -0.51  4.42
C  1.82  -1.67  5.07
C  1.38  -2.72  4.32
C  1.27  -2.59  2.93
N  1.65  -1.49  2.31
C  2.25  -0.50  3.01
C  2.86  0.52  2.21
O  2.78  0.43  0.93
H  3.95  2.44  4.80
H  1.84  -1.71  6.15
H  1.07  -3.64  4.79
H  0.82  -3.36  2.32
C  5.44  3.40  -3.78
C  4.32  4.14  -3.42
C  3.23  3.52  -2.82
C  3.25  2.15  -2.58
C  4.37  1.41  -2.97
C  5.45  2.03  -3.57
P  1.95  1.24  -1.66
C  0.90  2.68  -1.19
C  -0.12  3.23  -1.96
C  -0.74  4.41  -1.55
C  -0.36  5.04  -0.38
C  0.62  4.48  0.42
C  1.24  3.30  0.02
C  0.98  0.47  -3.01
C  0.87  1.07  -4.24
C  0.16  0.47  -5.29
C  -0.36  -0.79  -5.11
C  -0.17  -1.49  -3.90
C  -0.61  -2.83  -3.79
C  -0.38  -3.54  -2.65
C  0.20  -2.90  -1.53
C  0.59  -1.59  -1.57
C  0.47  -0.85  -2.80
H  6.29  3.89  -4.23
H  4.30  5.21  -3.59
H  2.38  4.11  -2.53
H  4.38  0.34  -2.79
H  6.32  1.45  -3.86
H  -0.43  2.76  -2.88
H  -1.52  4.84  -2.17
H  -0.83  5.97  -0.08
H  0.92  4.95  1.34
H  2.02  2.86  0.62
H  1.34  2.03  -4.41
H  0.05  0.98  -6.23
H  -0.90  -1.28  -5.92
H  -1.11  -3.28  -4.63
H  -0.69  -4.57  -2.57
H  0.27  -3.45  -0.60
O  -0.68  -2.19  1.07
C  -2.07  -2.26  1.30
C  -2.29  -3.62  1.96
C  -3.13  -3.99  2.96
C  -2.99  -5.36  3.31
C  -2.05  -5.99  2.57
S  -1.30  -4.93  1.45
C  -2.60  -1.19  2.24
C  -3.87  -0.70  2.37
C  -3.99  0.25  3.41
C  -2.82  0.47  4.06
S  -1.55  -0.48  3.41
C  -2.87  -2.20  -0.01
C  -2.75  -1.32  -1.04
C  -3.59  -1.62  -2.14
C  -4.35  -2.72  -1.91
S  -4.04  -3.41  -0.38
H  -3.82  -3.30  3.43
H  -3.58  -5.84  4.08
H  -1.73  -7.02  2.63
H  -4.68  -1.03  1.74
H  -4.91  0.76  3.66
H  -2.62  1.13  4.89
H  -2.09  -0.46  -1.03
H  -3.63  -1.03  -3.04
H  -5.07  -3.19  -2.57
Cl  -1.95  2.13  0.91
C  -3.46  2.73  0.19
Cl  -3.59  2.34  -1.52
H  -3.47  3.81  0.29
H  -4.28  2.26  0.72

E, a.u.: -9757.5800
HOMO level, eV: -7.5
Charge: 0

Record 2
The following is a DFT calculation (ωB97M-V/def2-TZVPD) of 2 unconnected molecules or ions with the total composition C4H12S at a distorted geometry.

Atoms and positions in Å:
C  0.40  0.54  -0.67
C  1.08  0.42  -2.06
S  -1.05  1.62  -0.97
H  0.07  -0.40  -0.25
H  1.08  0.93  0.08
H  0.81  -0.51  -2.54
H  -1.58  1.67  0.27
H  2.13  0.27  -1.85
H  0.85  1.30  -2.65
C  -0.40  -1.94  1.82
C  0.87  -1.95  2.66
H  -1.11  -2.63  2.26
H  -0.99  -1.03  1.69
H  -0.18  -2.29  0.81
H  0.86  -1.27  3.51
H  0.99  -2.96  3.06
H  1.86  -1.75  2.23

SMILES: CCS.CC
E, a.u.: -557.7539
HOMO level, eV: -9.0
Charge: 0

Record 3
The following is a DFT calculation (ωB97M-V/def2-TZVPD) of a molecular structure, C11H22AsN2O6PdSSb at a distorted geometry.

Atoms and positions in Å:
Pd  0.14  -0.60  -0.13
O  3.53  -2.07  1.15
As  2.89  -0.45  0.95
O  3.94  0.48  1.80
O  2.95  -0.03  -0.64
C  1.14  -0.44  1.82
C  0.87  0.62  2.71
C  -0.22  0.59  3.55
C  -1.13  -0.46  3.47
C  -0.91  -1.49  2.58
C  0.22  -1.51  1.78
S  0.49  -3.01  0.83
O  1.11  -3.95  1.76
O  -0.87  -3.47  0.47
O  1.32  -2.77  -0.35
H  2.91  -2.61  0.64
H  1.60  1.42  2.76
H  -0.37  1.38  4.28
H  -2.00  -0.48  4.12
H  -1.59  -2.34  2.51
N  -2.31  0.41  0.12
C  -3.36  -0.52  -0.22
C  -3.03  -1.22  -1.54
N  -1.68  -1.71  -1.52
H  -2.46  0.87  1.00
H  -2.16  1.08  -0.63
H  -4.36  -0.04  -0.31
H  -3.42  -1.27  0.58
H  -3.12  -0.49  -2.36
H  -3.81  -2.01  -1.71
H  -1.40  -2.13  -2.41
H  -1.50  -2.40  -0.77
C  1.54  2.72  -0.18
Sb  0.94  1.22  -1.63
C  2.51  1.46  -3.12
C  -0.26  2.78  -2.73
H  1.89  3.64  -0.65
H  2.35  2.28  0.41
H  0.70  2.94  0.49
H  2.39  2.40  -3.64
H  2.46  0.64  -3.82
H  3.46  1.42  -2.59
H  0.40  3.54  -3.12
H  -1.02  3.28  -2.14
H  -0.75  2.31  -3.58

E, a.u.: -3995.3833
HOMO level, eV: -0.6
Charge: -2

Record 4
The following is a DFT calculation (ωB97M-V/def2-TZVPD) of 2 unconnected molecules or ions with the total composition C3H9NO2S at a distorted geometry.

Atoms and positions in Å:
O  0.96  -0.80  2.59
C  -0.12  -0.68  2.08
C  -0.37  -0.78  0.56
C  0.81  -0.16  -0.17
S  1.08  -0.78  -1.86
N  -1.63  -0.23  0.15
H  -1.01  -0.49  2.67
H  -0.44  -1.85  0.39
H  0.61  0.91  -0.22
H  1.70  -0.43  0.38
H  -0.15  -1.25  -2.09
H  -2.43  -0.81  0.38
H  -1.92  0.70  0.41
H  -1.73  3.03  -1.54
H  -0.71  3.73  -0.59
O  -1.64  3.49  -0.70

SMILES: N[C@H](C=O)CS.O
E, a.u.: -723.1015
HOMO level, eV: -9.1
Charge: 0

Record 5
The following is a DFT calculation (ωB97M-V/def2-TZVPD) of a single C25H32N6O molecule at a distorted geometry.

Atoms and positions in Å:
C  -5.97  -1.37  -2.56
C  -4.93  -1.13  -1.51
C  -4.22  0.07  -1.46
C  -3.28  0.30  -0.48
C  -3.01  -0.66  0.49
C  -3.73  -1.85  0.45
C  -4.67  -2.08  -0.53
H  -5.22  -3.02  -0.54
H  -3.55  -2.60  1.21
C  -1.98  -0.45  1.57
C  -1.96  1.00  1.95
N  -2.93  1.60  2.60
N  -2.59  2.88  2.71
N  -1.46  3.09  2.17
N  -1.01  1.93  1.67
C  0.26  1.87  1.02
H  0.81  2.77  1.32
H  0.80  0.99  1.35
C  0.14  1.81  -0.52
H  -0.48  0.95  -0.78
C  -0.38  3.14  -1.11
H  -1.24  2.98  -1.75
C  0.81  3.69  -1.90
H  0.98  4.75  -1.73
C  1.98  2.83  -1.41
H  2.75  2.66  -2.16
O  1.42  1.58  -1.09
H  2.45  3.28  -0.52
H  0.66  3.53  -2.97
H  -0.67  3.82  -0.31
N  -0.63  -0.89  1.22
C  0.09  -1.41  2.37
C  1.57  -1.59  2.02
N  1.71  -2.47  0.88
C  0.96  -1.96  -0.25
C  -0.52  -1.85  0.13
H  -1.09  -1.49  -0.73
H  -0.90  -2.84  0.42
H  1.06  -2.66  -1.08
H  1.31  -0.96  -0.57
C  3.11  -2.75  0.55
C  3.90  -1.54  0.14
C  4.56  -0.76  1.08
C  5.20  0.40  0.72
C  5.20  0.81  -0.60
C  4.57  0.04  -1.56
C  3.92  -1.13  -1.19
H  3.43  -1.73  -1.94
H  4.57  0.35  -2.59
H  5.70  1.73  -0.89
H  5.71  0.99  1.47
H  4.57  -1.08  2.12
H  3.10  -3.49  -0.25
H  3.56  -3.21  1.44
H  2.08  -2.04  2.87
H  2.02  -0.60  1.83
H  0.00  -0.70  3.20
H  -0.32  -2.38  2.70
H  -2.34  -0.99  2.46
H  -2.75  1.24  -0.47
H  -4.42  0.83  -2.21
H  -6.10  -2.43  -2.74
H  -5.70  -0.87  -3.49
H  -6.93  -0.96  -2.22

SMILES: Cc1ccc([C@H](c2nnnn2C[C@H]2CCCO2)N2CCN(Cc3ccccc3)CC2)cc1
E, a.u.: -1375.5789
HOMO level, eV: -8.7
Charge: 0

Record 6
The following is a DFT calculation (ωB97M-V/def2-TZVPD) of a molecular structure, C9H13KN2S at a distorted geometry.

Atoms and positions in Å:
C  1.25  1.64  2.06
C  1.81  1.29  1.04
C  2.13  0.71  -0.17
C  1.93  -0.82  -0.11
C  0.59  -1.30  -0.65
C  -0.62  -0.83  0.15
C  -1.94  -0.90  -0.62
C  -2.99  0.09  -0.14
N  -2.49  1.47  -0.05
N  3.52  1.08  -0.53
C  4.03  0.76  -1.57
S  4.92  0.07  -2.70
H  1.13  1.82  3.10
H  2.73  -1.35  -0.62
H  1.97  -1.13  0.94
H  0.59  -2.39  -0.63
H  0.45  -1.00  -1.69
H  -0.68  -1.48  1.04
H  -0.49  0.19  0.52
H  -2.37  -1.89  -0.50
H  -1.71  -0.71  -1.67
H  -3.84  0.06  -0.83
H  -3.35  -0.19  0.85
H  -2.53  1.94  -0.94
H  -3.02  1.99  0.63
K  -1.04  0.86  3.09

E, a.u.: -1458.2048
HOMO level, eV: -5.6
Charge: 0

Which value of charge does entry 2 give? 0

Which of these has the lowest HOMO level? C3H9NO2S

Which of these has the lowest HOMO level? C3H9NO2S